Entry 1
The following is a quantum chemistry calculation of a single C5H10O molecule, from the OMol25 dataset.

Structure (XYZ):
```
16
Properties=species:S:1:pos:R:3:lowdin_charge:R:1
C 1.04451 -1.13721 -0.01452 -0.077
C 0.12414 0.02699 0.37333 -0.436
C 0.78043 0.87325 1.47568 -0.083
C -0.31926 0.94635 -0.71375 -0.141
C -1.94386 -0.38718 -1.40289 -0.029
O -1.52693 0.87224 -1.23707 -0.082
H 0.55554 -1.80415 -0.72997 0.062
H 1.32231 -1.72524 0.86896 0.077
H 1.96483 -0.75772 -0.47263 0.082
H -0.82557 -0.42011 0.73550 0.134
H 1.07700 0.25239 2.32855 0.077
H 0.09825 1.64876 1.83908 0.079
H 1.68314 1.36551 1.09409 0.081
H 0.20654 1.86777 -0.94331 0.122
H -1.23543 -1.05750 -1.86446 0.067
H -3.00564 -0.56417 -1.33657 0.066
```

- LUMO (spin up / spin down) (Ha) = 0.0270 / 0.0282
- Kohn-Sham gap (spin up / spin down) (eV) = 7.90 / 8.42
- multiplicity = 1
- charge = 0

***

Entry 2
The following is a quantum chemistry calculation of a single C5H10O molecule, from the OMol25 dataset.

Structure (XYZ):
```
16
Properties=species:S:1:pos:R:3:lowdin_charge:R:1
C -0.74231 -1.55033 -1.25033 -0.096
C -0.01510 -0.21872 -1.08268 -0.186
C -0.10802 0.40104 0.29967 -0.530
O -1.45774 0.69162 0.57798 0.005
C 0.75123 0.07086 1.49583 -0.065
C 0.97027 1.35202 0.72660 -0.085
H -0.73659 -1.85796 -2.30277 0.070
H -1.78517 -1.46492 -0.93061 0.073
H -0.26490 -2.34302 -0.66504 0.074
H -0.46673 0.51859 -1.76073 0.120
H 1.03497 -0.31686 -1.38330 0.115
H -1.50804 1.53573 1.03696 0.096
H 0.23565 0.18287 2.44821 0.105
H 1.52331 -0.69331 1.50226 0.101
H 0.72010 2.29843 1.20090 0.103
H 1.84906 1.39397 0.08706 0.103
```

- LUMO (Ha) = 0.0367
- structure (SMILES) = CCC1(O)CC1
- Kohn-Sham gap (eV) = 10.49
- multiplicity = 1
- charge = 0

***

Name the most stable of them. entry 2.

***

Entry 1
The following is a quantum chemistry calculation of a single C5H10O molecule, from the OMol25 dataset.

Structure (XYZ):
```
16
Properties=species:S:1:pos:R:3:lowdin_charge:R:1
C 2.19052 0.00584 -0.37582 -0.072
C 1.09151 -0.80527 0.35909 -0.210
C -0.18017 -0.57510 -0.33074 0.047
C -2.24606 0.27678 0.41699 -0.003
C -0.80657 0.72326 -0.20513 -0.660
O -0.25160 1.67910 0.44772 -0.127
H 1.88356 1.05470 -0.40532 0.074
H 3.13069 -0.07554 0.17708 0.079
H 2.35221 -0.36890 -1.39116 0.076
H 1.36008 -1.86075 0.45501 0.111
H 0.98047 -0.33082 1.34766 0.136
H -0.65730 -1.34823 -0.93465 0.132
H -2.10652 -0.07704 1.44027 0.080
H -2.78581 1.22473 0.43987 0.082
H -2.79838 -0.45598 -0.17787 0.071
H -1.15665 0.93323 -1.26302 0.182
```

- LUMO (spin up / spin down) (Ha) = -0.0364 / -0.0392
- Kohn-Sham gap (spin up / spin down) (eV) = 7.27 / 7.11
- multiplicity = 1
- charge = 0

***

Entry 2
The following is a quantum chemistry calculation of 3 unconnected molecules or ions with the total composition C5H10O, from the OMol25 dataset.

Structure (XYZ):
```
16
Properties=species:S:1:pos:R:3:lowdin_charge:R:1
O -2.34294 0.57945 0.39127 -0.083
C -1.63193 1.54743 0.45157 -0.182
C 0.90603 1.26236 -0.58753 0.003
C 0.81288 -0.04718 -0.46099 -0.341
C 1.28729 -1.23095 0.25911 -0.095
C 0.68625 -1.32659 -1.15946 -0.083
H -1.86915 -0.88354 1.50844 0.044
H -0.99899 1.80007 1.33107 0.091
H -1.57068 2.24925 -0.39723 0.080
H 1.33840 1.86537 0.20892 0.073
H 0.58787 1.74829 -1.50609 0.071
H -1.35642 -1.35068 1.77077 0.045
H 2.36583 -1.28035 0.38596 0.102
H 0.70512 -1.65922 1.07641 0.069
H 1.35678 -1.44926 -2.00954 0.103
H -0.27634 -1.82445 -1.26269 0.103
```

- LUMO (Ha) = 0.0316
- structure (SMILES) = C=C1CC1.[H][H].C=O
- Kohn-Sham gap (eV) = 10.66
- multiplicity = 1
- charge = 0

***

Name the most stable of them. entry 1.

***

Entry 1
The following is a quantum chemistry calculation of a molecular structure, C2H2I4S, from the OMol25 dataset.

Structure (XYZ):
```
9
Properties=species:S:1:pos:R:3:lowdin_charge:R:1
C 1.48990 -0.51324 -0.11395 -1.480
C -1.45733 0.45191 0.13410 -1.699
S -0.14531 -0.26865 1.11846 0.458
I 1.73829 1.37090 -1.22605 0.672
I 3.09747 -1.02377 1.11431 0.755
I -1.63067 -0.32194 -1.83771 0.729
I -3.19313 0.31903 1.33509 0.775
H 1.26300 -1.42723 -0.60908 -0.082
H -1.16223 1.41299 0.08484 -0.129
```

- LUMO (Ha) = -0.0273
- Kohn-Sham gap (eV) = 8.44
- multiplicity = 1
- charge = 0

***

Entry 2
The following is a quantum chemistry calculation of a molecular structure, C2H2I4S, from the OMol25 dataset.

Structure (XYZ):
```
9
Properties=species:S:1:pos:R:3:lowdin_charge:R:1
C -1.67259 -0.12829 -0.42394 -1.387
C 1.44757 0.20328 0.32363 -1.786
S 0.42721 1.39356 -0.44008 0.437
I -1.71985 -1.35738 1.30023 0.710
I -3.40955 0.91247 -0.82154 0.768
I 1.51095 -1.72530 -0.62726 0.698
I 3.37967 1.18029 0.41257 0.694
H -1.14631 -0.67213 -1.20213 -0.130
H 1.18290 0.19352 1.47853 -0.005
```

- LUMO (spin up / spin down) (Ha) = -0.0664 / -0.0660
- Kohn-Sham gap (spin up / spin down) (eV) = 6.98 / 7.00
- multiplicity = 1
- charge = 0

***

Name the most stable of them. entry 1.

***

Entry 1
The following is a quantum chemistry calculation of a single C3H5NO molecule, from the OMol25 dataset.

Structure (XYZ):
```
10
Properties=species:S:1:pos:R:3:lowdin_charge:R:1
C -0.34126 0.67870 0.69036 -0.123
C 0.62256 0.53533 -0.55947 -0.170
N 0.31662 -0.79538 -1.09059 0.043
C -0.31956 -1.37767 -0.17688 -0.259
O -0.80956 -0.67452 0.87370 -0.064
H 0.08575 1.00421 1.64609 0.113
H -1.22490 1.32025 0.50311 0.118
H 0.47178 1.36474 -1.26215 0.106
H 1.68139 0.32433 -0.46068 0.106
H -0.47751 -2.44802 -0.16291 0.130
```

- LUMO (Ha) = 0.0375
- structure (SMILES) = C1=NCCO1
- Kohn-Sham gap (eV) = 10.55
- multiplicity = 1
- charge = 0

***

Entry 2
The following is a quantum chemistry calculation of a molecular structure, C3H5NO, from the OMol25 dataset.

Structure (XYZ):
```
10
Properties=species:S:1:pos:R:3:lowdin_charge:R:1
O 1.98421 0.59018 0.13379 0.021
C 0.79068 0.20325 -0.17173 -0.510
C 0.33175 1.42006 0.39120 0.066
C -1.14504 -1.16140 -0.12869 0.008
N 0.17497 -0.94877 -0.39338 0.009
H 0.45063 1.58748 1.45763 0.071
H 0.02290 2.26118 -0.22699 0.069
H -1.61331 -0.50690 0.59238 0.052
H -1.71604 -1.75758 -0.82814 0.053
H 0.71924 -1.68751 -0.82607 0.160
```

- LUMO (spin up / spin down) (Ha) = 0.0258 / -0.0042
- Kohn-Sham gap (spin up / spin down) (eV) = 8.49 / 6.60
- multiplicity = 1
- charge = 0

***

Name the most stable of them. entry 1.

***

Entry 1
The following is a quantum chemistry calculation of 2 unconnected molecules or ions with the total composition C3H5NO, from the OMol25 dataset.

Structure (XYZ):
```
10
Properties=species:S:1:pos:R:3:lowdin_charge:R:1
C 3.10309 -0.08822 -0.37992 -0.091
C -1.26442 0.92229 -0.06307 -0.009
C -0.65950 -0.23435 -0.25195 -0.320
N 3.35742 0.25040 0.67926 0.119
O 0.65755 -0.55564 -0.23855 -0.091
H -2.35234 0.93204 -0.22188 0.059
H -0.62974 1.81840 0.05147 0.064
H 3.09824 -0.72282 -1.19040 0.065
H -1.28249 -1.08167 -0.40196 0.096
H 1.29048 0.32192 -0.23976 0.109
```

- LUMO (Ha) = 0.0325
- structure (SMILES) = C=CO.C#N
- Kohn-Sham gap (eV) = 10.07
- multiplicity = 1
- charge = 0

***

Entry 2
The following is a quantum chemistry calculation of a molecular structure, C3H5NO, from the OMol25 dataset.

Structure (XYZ):
```
10
Properties=species:S:1:pos:R:3:lowdin_charge:R:1
C -0.33413 -0.96179 -0.71291 -0.012
C 1.11712 -0.30407 0.57532 -0.302
C -0.74227 1.25973 0.14140 0.037
N -0.29022 0.03773 0.21864 -0.205
O 1.96143 0.53778 0.72413 0.066
H -0.94183 -0.80926 -1.59092 0.070
H -0.26137 -1.98662 -0.39332 0.058
H 1.19793 -1.32223 0.97709 0.134
H -1.50302 1.50419 -0.58393 0.077
H -0.20364 2.04453 0.64449 0.077
```

- LUMO (spin up / spin down) (Ha) = 0.0147 / 0.0147
- Kohn-Sham gap (spin up / spin down) (eV) = 8.24 / 8.24
- multiplicity = 1
- charge = 0

***

Name the most stable of them. entry 1.

***

Entry 1
The following is a quantum chemistry calculation of 2 unconnected molecules or ions with the total composition C3H5NO, from the OMol25 dataset.

Structure (XYZ):
```
10
Properties=species:S:1:pos:R:3:lowdin_charge:R:1
C -0.61575 -1.63270 0.05859 -0.175
C -0.15018 1.30559 0.12112 -0.184
N 1.28494 1.63726 0.49792 0.120
C 1.09506 0.72067 -0.33145 -0.187
O 0.51346 -2.00475 0.25924 -0.016
H -1.36458 -1.55151 0.87042 0.088
H -0.96957 -1.33438 -0.94765 0.092
H -0.68245 2.02391 -0.50101 0.079
H -0.75296 0.83474 0.90182 0.071
H 1.64203 0.00116 -0.92898 0.113
```

- LUMO (Ha) = 0.0253
- structure (SMILES) = C1=NC1.C=O
- Kohn-Sham gap (eV) = 10.98
- multiplicity = 1
- charge = 0

***

Entry 2
The following is a quantum chemistry calculation of a single C3H5NO molecule, from the OMol25 dataset.

Structure (XYZ):
```
10
Properties=species:S:1:pos:R:3:lowdin_charge:R:1
C -0.10119 0.61540 -0.44420 -0.153
C -1.43969 -0.08990 -0.27346 -0.274
C 0.90899 -0.26992 0.19153 -0.299
N 1.63943 0.08913 1.13202 0.106
O -2.42990 0.47155 0.10450 0.066
H 2.26323 -0.60872 1.52707 0.055
H 0.65085 -1.34812 -0.13379 0.131
H -0.10952 1.59371 0.03888 0.122
H 0.09532 0.68558 -1.51890 0.126
H -1.47752 -1.13870 -0.62366 0.119
```

- LUMO (Ha) = 0.0305
- structure (SMILES) = [H]/N=C/CC=O
- Kohn-Sham gap (eV) = 10.68
- multiplicity = 1
- charge = 0

***

Entry 3
The following is a quantum chemistry calculation of a single C3H5NO molecule, from the OMol25 dataset.

Structure (XYZ):
```
10
Properties=species:S:1:pos:R:3:lowdin_charge:R:1
C -0.77527 -0.75817 -0.35599 -0.123
C -0.73076 0.62737 0.19083 -0.213
N 0.63638 0.59000 0.74724 -0.026
C 1.29139 -0.07478 -0.30343 -0.208
O 0.46404 -0.94736 -0.83836 -0.011
H 0.51685 -0.16180 1.46623 0.122
H -1.55677 -1.27307 -0.89167 0.100
H -0.74109 1.38363 -0.62546 0.123
H -1.45518 0.90277 0.95680 0.116
H 2.35041 -0.28860 -0.34619 0.120
```

- LUMO (spin up / spin down) (Ha) = 0.0324 / 0.0261
- Kohn-Sham gap (spin up / spin down) (eV) = 8.57 / 8.23
- multiplicity = 1
- charge = 0

***

Entry 4
The following is a quantum chemistry calculation of a molecular structure, C3H5NO, from the OMol25 dataset.

Structure (XYZ):
```
10
Properties=species:S:1:pos:R:3:lowdin_charge:R:1
O 2.07986 0.28054 0.23824 0.079
C 0.95989 0.00080 -0.10922 -0.586
C -0.30055 0.91382 0.31854 -0.169
C -1.27562 -0.15441 0.29046 0.132
N 0.47279 -1.01402 -0.83763 0.081
H -0.07899 1.42450 1.25521 0.109
H -0.40884 1.61276 -0.51571 0.123
H -1.60585 -0.51229 1.27560 0.070
H -0.80886 -0.87588 -0.70036 0.064
H 1.13798 -1.71697 -1.14164 0.098
```

- LUMO (Ha) = -0.0415
- Kohn-Sham gap (eV) = 8.46
- multiplicity = 1
- charge = 0

***

Name the most stable of them. entry 2.

***

Entry 1
The following is a quantum chemistry calculation of a single C3H5NO molecule, from the OMol25 dataset.

Structure (XYZ):
```
10
Properties=species:S:1:pos:R:3:lowdin_charge:R:1
O 1.38283 -1.21822 1.48524 0.101
C 1.30345 -0.48160 0.57585 -0.181
C 0.12112 -0.06842 -0.55881 -0.529
C -1.22054 -0.39806 -0.45615 0.123
N 0.16135 1.30097 -0.06560 0.014
H 1.49775 0.80612 0.49006 0.144
H 0.56446 -0.15998 -1.55057 0.129
H -1.79836 -0.81691 -1.27729 0.074
H -1.73399 -0.28304 0.49508 0.078
H -0.27807 1.31915 0.86218 0.047
```

- LUMO (Ha) = -0.0362
- Kohn-Sham gap (eV) = 8.29
- multiplicity = 1
- charge = 0

***

Entry 2
The following is a quantum chemistry calculation of a single C3H5NO molecule, from the OMol25 dataset.

Structure (XYZ):
```
10
Properties=species:S:1:pos:R:3:lowdin_charge:R:1
C -1.33368 -0.30135 -0.51300 -0.208
C 1.07728 -0.26926 -0.14159 -0.229
C 0.39299 0.73456 0.66956 -0.076
H -2.24109 0.14621 -1.13810 0.161
H 0.90091 -1.35132 0.18103 0.136
H 2.07114 0.03857 -0.46003 0.115
H 0.92734 1.65965 0.72139 0.094
H -0.37286 0.42505 1.34862 0.092
N 0.00444 0.32828 -0.77666 -0.060
O -1.42647 -1.41039 0.10879 -0.026
```

- LUMO (Ha) = 0.0281
- structure (SMILES) = O=CN1CC1
- Kohn-Sham gap (eV) = 10.82
- multiplicity = 1
- charge = 0

***

Name the most stable of them. entry 2.

***

Entry 1
The following is a quantum chemistry calculation of a single C3H5NO molecule, from the OMol25 dataset.

Structure (XYZ):
```
10
Properties=species:S:1:pos:R:3:lowdin_charge:R:1
O -0.91511 1.59720 0.84226 0.077
C -0.55849 0.60547 0.25105 -0.559
C 0.20596 -0.58489 0.88647 -0.217
C 1.03614 -0.96796 -0.29654 0.121
N -0.68443 0.40906 -1.09720 0.147
H 0.72950 -0.17951 1.75767 0.116
H -0.49595 -1.36689 1.19839 0.106
H 1.86884 -0.23998 -0.36589 0.024
H -0.32347 -0.47356 -1.47810 0.064
H -0.86298 1.20106 -1.69812 0.122
```

- LUMO (Ha) = -0.0230
- Kohn-Sham gap (eV) = 8.60
- multiplicity = 1
- charge = 0

***

Entry 2
The following is a quantum chemistry calculation of 2 unconnected molecules or ions with the total composition C3H5NO, from the OMol25 dataset.

Structure (XYZ):
```
10
Properties=species:S:1:pos:R:3:lowdin_charge:R:1
C -0.98595 -0.73292 -0.15787 -0.067
C 0.02005 0.22624 0.36413 -0.567
C 1.40823 -0.17277 -0.01839 -0.172
H -1.09413 -0.42018 -1.26038 0.119
H -0.71265 -1.75058 -0.03625 0.063
H -2.07632 -0.70666 0.20929 0.111
H 0.11098 0.24863 1.50735 0.165
H 0.96125 2.00608 -0.35657 0.313
N 2.58442 -0.16529 -0.11859 0.143
O -0.21587 1.46744 -0.13271 -0.109
```

- LUMO (Ha) = 0.0013
- Kohn-Sham gap (eV) = 10.98
- multiplicity = 1
- charge = 0

***

Entry 3
The following is a quantum chemistry calculation of a single C3H5NO molecule, from the OMol25 dataset.

Structure (XYZ):
```
10
Properties=species:S:1:pos:R:3:lowdin_charge:R:1
O -0.21900 0.45601 -2.73649 0.044
C -0.58310 0.17781 -1.62087 -0.252
N -0.43187 0.23629 0.81833 -0.044
C 0.05240 -0.39511 1.79969 -0.053
C 0.33217 0.28850 -0.41097 -0.213
H -1.61336 -0.17726 -1.40262 0.121
H 1.01269 -0.92560 1.77002 0.077
H -0.49509 -0.43098 2.74147 0.068
H 1.11124 -0.49118 -0.48272 0.123
H 0.83392 1.26152 -0.47585 0.130
```

- LUMO (Ha) = 0.0371
- structure (SMILES) = C=NCC=O
- Kohn-Sham gap (eV) = 11.02
- multiplicity = 1
- charge = 0

***

Entry 4
The following is a quantum chemistry calculation of a single C3H5NO molecule, from the OMol25 dataset.

Structure (XYZ):
```
10
Properties=species:S:1:pos:R:3:lowdin_charge:R:1
C -0.25533 0.50524 -0.21735 -0.193
C 0.38309 -0.46805 0.49035 -0.081
C 0.48042 -1.73809 -0.19007 -0.310
H -0.58952 2.03965 1.04965 0.100
H -0.72998 2.54146 -0.61618 0.096
H -0.57142 0.04806 -1.12456 0.090
H 0.75474 -0.28212 1.46407 0.096
H -0.29367 -1.89309 -1.00446 0.124
N -0.51725 1.82539 0.06217 0.077
O 1.33893 -2.57845 0.08639 0.001
```

- LUMO (Ha) = 0.0278
- structure (SMILES) = N/C=C/C=O
- Kohn-Sham gap (eV) = 9.67
- multiplicity = 1
- charge = 0

***

Name the most stable of them. entry 4.